[1]
Below is C12H6N4ReSbSe5 as an isolated structure, with properties calculated with ωB97M-V/def2-TZVPD.

```
29
Properties=species:S:1:pos:R:3:forces:R:3
Re -0.2754 0.2416 0.1710 0.74 0.36 -0.52
Sb -2.9817 0.2089 2.3765 -0.02 -0.18 -0.01
Se -3.1575 -1.9637 3.1770 -0.04 0.01 0.05
Se -2.4707 -0.0843 -0.3485 -0.20 -0.01 0.32
Se 5.8835 -0.9153 -4.5538 -0.03 -0.07 0.03
Se -3.9478 2.3149 2.5250 -0.01 0.02 0.00
Se -0.2430 0.7380 2.3951 -0.35 0.03 0.11
N 5.7307 -0.6099 -2.8107 -0.02 0.06 -0.07
N 1.9530 0.1051 0.1235 0.10 -0.15 0.15
N 4.1289 -0.8920 -4.8296 0.05 0.08 0.03
N 0.3166 -0.1859 -1.9395 -0.13 -0.16 -0.17
C 1.6385 -0.2966 -2.2064 0.03 0.02 0.14
C -0.5337 -0.3233 -2.9629 0.03 0.04 -0.01
C 3.5692 -0.6527 -3.6721 -0.13 -0.04 -0.08
C 2.7563 0.2594 1.1823 0.02 -0.03 -0.03
C 2.5375 -0.1389 -1.0727 -0.13 0.01 -0.05
C 4.7327 -0.0717 -0.1100 -0.03 0.00 -0.03
C 2.1268 -0.5481 -3.4828 0.05 -0.02 -0.11
C 1.2212 -0.6910 -4.5346 0.01 0.01 0.04
C 4.1395 0.1775 1.1048 -0.02 0.02 0.04
C 4.4523 -0.4973 -2.5589 0.05 -0.01 0.15
C -0.1216 -0.5750 -4.2640 -0.05 0.02 0.00
C 3.9152 -0.2331 -1.2289 0.12 -0.01 -0.01
H 5.8064 -0.1442 -0.2207 0.00 0.00 0.00
H 4.7242 0.3109 2.0032 0.00 0.00 0.00
H 1.5911 -0.8870 -5.5321 0.00 0.00 0.00
H 2.2789 0.4530 2.1291 0.00 0.00 0.02
H -1.5838 -0.2269 -2.7371 -0.02 0.00 0.00
H -0.8660 -0.6753 -5.0403 0.00 0.00 0.00
```
Positions in Å, forces in eV/Å.

Values from the calculation:
* net charge: +1
* multiplicity: 2
* ⟨S²⟩: 1.1878
* energy relative to the best compared isomer or geometry (same formula, charge and spin): 0.0000 eV
* F_max: 0.0189 Eh/bohr
* LUMO (spin up / spin down): -5.5 / -5.1 eV

=====

[2]
Below is a 2-piece molecular cluster, C8H16N2 overall at a distorted geometry, with properties calculated with ωB97M-V/def2-TZVPD.

```
26
Properties=species:S:1:pos:R:3:forces:R:3
N 2.3369 1.5622 0.4592 -1.31 0.01 -0.56
N 1.2272 -0.3938 0.5640 1.34 0.05 0.23
C -0.9506 0.0365 1.6679 1.30 4.78 -0.16
C 0.3954 0.5643 1.2025 2.15 -0.93 -2.72
C -1.4171 -0.8409 -1.6739 -3.51 -1.19 0.80
C 1.0493 1.7572 1.0169 1.16 -1.89 -0.06
C -0.8650 -1.2243 2.3758 -2.63 -3.27 2.85
C -0.4433 0.0620 -2.2472 -0.53 3.70 1.72
C -2.4872 -1.2341 -2.7004 -0.95 1.10 1.82
C 2.3478 0.1639 0.1278 -2.71 2.86 2.49
H -1.6934 0.1698 0.8805 0.33 -0.88 -0.23
H -2.0462 -1.4841 2.2818 2.62 -0.32 1.22
H -3.0535 -0.2853 -2.9683 0.00 -1.41 0.53
H -0.9485 0.8117 -2.8230 -0.44 0.57 -0.72
H 0.3418 -0.2781 -2.8451 1.19 -1.16 -0.60
H -0.9016 -1.6822 -1.3760 1.06 -2.28 0.69
H 3.2567 -0.2725 -0.1177 1.12 -1.03 -0.87
H -0.3195 -2.1340 1.9921 -0.44 1.49 -0.26
H -0.4930 -1.1399 3.5300 -1.18 0.01 -2.77
H -0.1000 0.6547 -1.3941 0.91 0.00 -0.33
H 2.9515 2.4019 0.1715 -1.35 -2.42 0.56
H -2.0025 -0.6039 -0.7017 1.28 0.54 -1.75
H -1.3451 0.8551 2.3311 0.33 -0.85 0.08
H -1.9949 -1.4809 -3.5705 1.01 -0.91 -2.16
H 0.6837 2.6967 1.1645 -0.64 2.46 0.66
H -3.0603 -2.1165 -2.3343 -0.15 0.96 -0.45
```
Positions in Å, forces in eV/Å.

Values from the calculation:
* multiplicity: 1
* structure (SMILES): CCc1c[nH]cn1.CCC
* energy relative to the best compared isomer or geometry (same formula, charge and spin): 2.8033 eV
* F_max: 0.0986 Eh/bohr
* LUMO: 0.9 eV

=====

[3]
Below is Cl2OS as an isolated structure at a distorted geometry, with properties calculated with ωB97M-V/def2-TZVPD.

```
4
Properties=species:S:1:pos:R:3:forces:R:3
Cl 1.5069 -0.7736 0.7607 1.45 1.74 0.71
Cl -1.6295 0.7051 -0.7840 4.32 0.46 2.00
S 0.0340 -1.5829 0.0230 -2.88 -0.54 -1.42
O 0.0886 1.6515 0.0003 -2.89 -1.66 -1.30
```
Positions in Å, forces in eV/Å.

Values from the calculation:
* multiplicity: 1
* energy relative to the best compared isomer or geometry (same formula, charge and spin): 7.2148 eV
* F_max: 0.0930 Eh/bohr
* LUMO (spin up / spin down): -4.1 / -4.1 eV

=====

[4]
Below is an isolated molecule of C5H8N2 at a distorted geometry, with properties calculated with ωB97M-V/def2-TZVPD.

```
15
Properties=species:S:1:pos:R:3:forces:R:3
N -0.5728 -2.5461 -2.2303 0.66 -4.36 0.72
N 0.3403 0.2165 -0.4995 -0.43 -0.63 -2.32
C -0.8607 -1.2403 -2.2129 -2.48 3.19 -2.32
C 1.4198 1.0989 1.5264 -1.43 0.29 2.53
C 0.2265 1.0446 0.6095 -1.94 0.48 1.74
C -0.8690 1.8286 0.9008 1.00 -2.00 -3.81
C -0.3731 -0.4143 -1.3125 0.67 1.49 2.07
H 1.5529 0.2448 2.2521 -0.50 0.49 -0.95
H -1.6244 1.7956 0.0298 0.68 0.49 2.06
H -0.7582 2.5699 1.6554 -0.50 0.44 0.34
H 1.2863 2.0087 2.2115 0.48 -1.18 -1.12
H 2.3010 1.1378 0.9737 1.61 0.37 -0.92
H -1.4840 -0.9673 -3.1488 1.12 0.52 1.93
H -1.2993 -3.2748 -2.0738 0.28 1.21 -0.33
H 0.1047 -2.6891 -1.5149 0.79 -0.79 0.37
```
Positions in Å, forces in eV/Å.

Values from the calculation:
* multiplicity: 1
* structure (SMILES): C=C(C)N=C=CN
* energy relative to the best compared isomer or geometry (same formula, charge and spin): 3.4981 eV
* F_max: 0.0906 Eh/bohr
* LUMO: 0.5 eV

=====

[5]
Below is C10H13F2NO7P2S3Sr as an isolated structure at a distorted geometry, with properties calculated with ωB97M-V/def2-TZVPD.

```
39
Properties=species:S:1:pos:R:3:forces:R:3
Sr 0.9594 -1.7202 0.0367 -0.75 -0.67 -1.19
S 0.4017 -1.2187 -3.2089 0.09 -0.06 0.00
S 0.2931 1.7713 -3.6063 0.00 0.04 0.06
S -3.8039 -0.5208 -0.5368 0.04 0.08 0.01
P 3.6918 -1.3356 1.4679 0.18 0.33 0.03
P 1.3558 -0.5380 3.3474 0.00 0.33 0.29
F -1.1569 -4.6167 0.2181 -0.06 -0.03 0.02
F -1.1864 -4.1276 -1.9602 0.00 -0.03 -0.05
O 1.4507 1.0664 2.9403 -0.12 0.04 0.02
O 2.8365 -1.0109 2.9473 0.17 0.07 0.24
O 2.8561 -0.0952 0.5860 0.06 -1.15 0.86
O 1.0983 -0.6105 4.8019 0.24 -0.15 0.01
O 0.3845 -1.0980 2.3486 0.00 -0.08 -0.48
O 2.9092 -2.7655 1.2487 -0.10 0.24 0.06
O 3.5345 -2.4660 -0.0753 -0.08 0.25 -0.06
N 0.3406 0.6354 -1.2765 0.01 0.02 0.22
C 0.3041 4.7785 -0.8674 0.01 0.02 0.00
C -3.0019 -1.6359 -1.7046 0.00 -0.09 0.04
C 0.2861 4.1866 -2.1222 -0.02 0.00 0.00
C -0.3155 -4.0789 -0.8309 0.06 0.09 0.30
C 0.3362 2.6053 0.2016 -0.02 -0.04 0.01
C -3.0730 -1.1119 1.0016 -0.01 -0.02 -0.01
C 0.2955 2.8025 -2.2063 0.03 -0.07 -0.02
C 0.3280 3.9875 0.2815 -0.01 0.01 0.00
C 0.3445 0.3318 -2.5551 0.01 0.00 -0.08
C 0.3268 1.9956 -1.0526 -0.09 0.10 -0.04
H 1.6313 1.5778 3.7363 0.05 -0.11 -0.07
H -3.4487 -2.0971 1.2730 0.03 -0.02 -0.01
H 0.2634 4.7933 -3.0197 0.01 0.00 0.00
H -1.9197 -1.6521 -1.5756 -0.05 0.07 0.00
H 2.2124 0.2699 1.2154 0.36 0.81 -0.12
H -3.3663 -2.6560 -1.6043 0.00 0.00 0.01
H 0.3580 1.9951 1.0955 0.00 0.01 0.01
H 0.3491 -4.9431 -1.0250 0.00 0.01 -0.05
H -3.3204 -0.3967 1.7845 -0.03 -0.02 0.01
H 0.3403 4.4622 1.2556 0.00 -0.01 0.01
H -1.9880 -1.1564 0.9292 0.01 0.04 0.00
H 0.3034 5.8588 -0.7816 -0.01 0.00 0.00
H -3.2103 -1.2663 -2.7076 -0.01 0.00 0.00
```
Positions in Å, forces in eV/Å.

Values from the calculation:
* net charge: -2
* multiplicity: 1
* energy relative to the best compared isomer or geometry (same formula, charge and spin): 5.8685 eV
* F_max: 0.0302 Eh/bohr
* LUMO: 4.3 eV

=====

[6]
Below is C8H10BrN4O3Pd as an isolated structure, with properties calculated with ωB97M-V/def2-TZVPD.

```
27
Properties=species:S:1:pos:R:3:forces:R:3
Pd 0.4979 0.3003 0.3121 0.18 0.07 0.01
Br 1.8501 -2.8637 2.4785 -0.01 0.01 0.01
O 4.9824 -0.9190 -1.1649 0.00 -0.01 0.01
O -4.2660 1.0462 0.7539 0.08 -0.06 0.02
O -3.5681 -0.7444 1.8527 0.03 -0.08 -0.01
N -1.9023 -1.4602 -0.2044 -0.04 -0.04 0.15
N -1.1792 1.3820 -2.1731 -0.04 0.04 0.05
N 2.0317 -0.2196 1.7083 -0.13 0.08 -0.05
N -2.9437 -0.4990 -0.3329 0.11 -0.07 -0.13
C 3.4921 0.6202 -0.0693 -0.04 -0.02 -0.02
C -0.5177 1.0982 -1.2579 0.07 -0.08 -0.05
C 2.4569 0.8115 0.8947 0.10 -0.01 0.07
C 2.5388 -1.4227 1.4261 0.04 -0.07 -0.05
C 3.5194 -1.7085 0.5178 -0.04 -0.01 0.04
C -4.1254 1.8988 -0.3768 0.01 0.06 -0.08
C 3.9999 -0.6301 -0.2534 0.01 0.05 -0.02
C -3.5448 -0.1090 0.8305 -0.19 0.12 0.05
H -1.2385 -1.2574 -0.9450 0.00 -0.03 -0.01
H 3.8381 1.4675 -0.6495 0.01 -0.01 0.00
H 5.1599 -0.1221 -1.6746 0.00 0.00 0.00
H -2.7008 0.2032 -1.0224 -0.04 0.05 0.07
H 3.9131 -2.7047 0.3935 0.01 0.00 -0.01
H 2.3156 1.8102 1.2949 -0.06 0.00 -0.02
H -4.5492 1.4448 -1.2764 -0.01 -0.02 0.02
H -2.2924 -2.3830 -0.3562 -0.02 0.02 -0.06
H -4.6836 2.8006 -0.1362 -0.01 -0.01 -0.01
H -3.0843 2.1599 -0.5698 0.01 0.00 0.02
```
Positions in Å, forces in eV/Å.

Values from the calculation:
* net charge: -1
* multiplicity: 1
* energy relative to the best compared isomer or geometry (same formula, charge and spin): 0.0000 eV
* F_max: 0.0046 Eh/bohr
* LUMO: 2.9 eV